Record 1
The following is a DFT calculation (ωB97M-V/def2-TZVPD) of C5H11N3O in the gas phase at a distorted geometry.

Summary:
Energy relative to the best compared isomer or geometry (same formula, charge and spin) = 48.90 kcal/mol
E_LUMO = 0.71 eV
HOMO energy = -8.76 eV

Structure (ORCA input):
```
! RIJCOSX wB97M-V def2-TZVPD def2/J DEFGRID3
* xyz 0 1
H 2.835 0.177 -1.438
N 1.986 -0.312 -1.140
C 1.299 0.338 -0.315
N 1.738 1.595 0.117
C -0.002 -0.095 0.266
C -0.573 0.773 1.394
O -1.805 0.389 1.958
C -0.306 -1.581 0.270
C -1.174 -0.680 -0.598
N -1.047 -0.825 -2.071
H 2.369 1.965 -0.536
H 1.064 2.342 0.311
H -0.850 1.805 1.053
H 0.258 0.928 2.139
H -1.711 -0.382 2.465
H 0.349 -2.280 -0.219
H -0.835 -1.986 1.147
H -2.178 -0.424 -0.241
H -0.992 0.144 -2.590
H -0.071 -1.139 -2.187
*
```

***

Record 2
The following is a DFT calculation (ωB97M-V/def2-TZVPD) of 2 unconnected molecules or ions with the total composition C5H11N3O2 at a distorted geometry.

Summary:
Energy relative to the best compared isomer or geometry (same formula, charge and spin) = 69.34 kcal/mol
E_LUMO = 0.53 eV
HOMO energy = -9.65 eV

Structure (ORCA input):
```
! RIJCOSX wB97M-V def2-TZVPD def2/J DEFGRID3
* xyz 0 1
C 2.974 0.631 -0.791
N 1.571 0.969 -0.650
C 0.622 0.002 -0.843
O 0.913 -1.118 -1.261
N -0.675 0.374 -0.582
C -1.054 1.743 -0.285
C -1.649 -0.664 -0.370
C -1.846 -1.015 1.064
N -2.256 -0.820 2.169
H 3.286 -0.133 -0.065
H 3.178 0.255 -1.802
H 3.565 1.540 -0.634
H 1.350 1.724 -0.014
H -0.549 2.439 -0.968
H -2.133 1.852 -0.439
H -0.823 2.026 0.754
H -2.622 -0.358 -0.780
H -1.333 -1.574 -0.896
O -0.534 -2.611 2.151
H -0.677 -3.201 1.398
H -1.307 -2.061 2.844
*
```

***

Record 3
The following is a DFT calculation (ωB97M-V/def2-TZVPD) of C5H11N3O2 in the gas phase at a distorted geometry.

Summary:
Energy relative to the best compared isomer or geometry (same formula, charge and spin) = 41.47 kcal/mol
E_LUMO = 0.52 eV
HOMO energy = -9.52 eV

Structure (ORCA input):
```
! RIJCOSX wB97M-V def2-TZVPD def2/J DEFGRID3
* xyz 0 1
C -3.560 0.672 -0.005
N -2.339 -0.012 -0.361
C -1.174 0.231 0.287
O -1.105 0.976 1.267
N -0.076 -0.432 -0.194
C 1.172 -0.454 0.531
C 1.986 -1.681 0.127
C 1.956 0.834 0.322
N 2.193 1.309 -0.897
O 2.966 1.137 1.034
H -3.889 0.409 1.011
H -3.435 1.763 -0.056
H -4.341 0.375 -0.713
H -2.376 -0.728 -1.072
H -0.166 -1.021 -1.010
H 0.971 -0.483 1.612
H 1.516 -2.587 0.530
H 2.042 -1.771 -0.967
H 3.005 -1.607 0.522
H 1.397 1.278 -1.524
H 3.260 1.792 -0.444
*
```

***

Record 4
The following is a DFT calculation (ωB97M-V/def2-TZVPD) of a molecular structure, C5H11N4 at a distorted geometry.

Summary:
Energy relative to the best compared isomer or geometry (same formula, charge and spin) = 88.76 kcal/mol
E_LUMO (spin up / spin down) = -2.82 / -8.14 eV
HOMO energy (spin up / spin down) = -12.86 / -13.56 eV
<S²> = 2.012

Structure (ORCA input):
```
! RIJCOSX wB97M-V def2-TZVPD def2/J DEFGRID3
* xyz 1 3
C -2.945 0.902 -1.458
C -1.155 0.240 -0.712
C 1.843 0.570 -0.312
C 0.973 -1.662 0.202
C 0.736 0.038 1.868
N -2.216 0.284 -2.366
N -1.017 -0.144 -1.908
N -2.300 0.859 -0.251
N 0.908 -0.181 0.371
H -3.965 1.179 -1.742
H 1.665 1.611 -0.188
H 2.897 0.472 -0.012
H 2.001 0.392 -1.378
H 0.949 -1.951 -0.909
H 1.826 -2.200 0.818
H 0.177 -2.050 0.762
H 0.028 -0.702 2.213
H 1.662 -0.131 2.518
H 0.304 0.986 1.913
H -2.371 1.489 0.571
*
```

***

Q: Which formula does entry 3 have?
A: C5H11N3O2

***

Q: What is the energy relative to the best compared isomer or geometry (same formula, charge and spin) in the first record?
A: 48.90 kcal/mol

***

Copy entry 2 word for word.
The following is a DFT calculation (ωB97M-V/def2-TZVPD) of 2 unconnected molecules or ions with the total composition C5H11N3O2 at a distorted geometry.

Summary:
Energy relative to the best compared isomer or geometry (same formula, charge and spin) = 69.34 kcal/mol
E_LUMO = 0.53 eV
HOMO energy = -9.65 eV

Structure (ORCA input):
```
! RIJCOSX wB97M-V def2-TZVPD def2/J DEFGRID3
* xyz 0 1
C 2.974 0.631 -0.791
N 1.571 0.969 -0.650
C 0.622 0.002 -0.843
O 0.913 -1.118 -1.261
N -0.675 0.374 -0.582
C -1.054 1.743 -0.285
C -1.649 -0.664 -0.370
C -1.846 -1.015 1.064
N -2.256 -0.820 2.169
H 3.286 -0.133 -0.065
H 3.178 0.255 -1.802
H 3.565 1.540 -0.634
H 1.350 1.724 -0.014
H -0.549 2.439 -0.968
H -2.133 1.852 -0.439
H -0.823 2.026 0.754
H -2.622 -0.358 -0.780
H -1.333 -1.574 -0.896
O -0.534 -2.611 2.151
H -0.677 -3.201 1.398
H -1.307 -2.061 2.844
*
```

***

Q: energy relative to the best compared isomer or geometry (same formula, charge and spin) of number 3 (C5H11N3O2)?
A: 41.47 kcal/mol